Molecular formula: C43H44BiN12O7
Method: DFT, wB97M-V/def2-TZVPD

Summary:
* energy above the lowest of the compared OMol25 structures with the same formula, charge and spin: 0.00 kcal per mole
* HOMO: -9.982 eV
* E: -83353.3337 eV
* Kohn-Sham gap: 7.70 eV
* charge: +1
* lowest unoccupied orbital energy: -2.3 eV

Geometry as XYZ:
```
107
Properties=species:S:1:pos:R:3:forces:R:3
Bi 0.56809 0.32708 -1.31491 -0.319 0.974 -0.534
C -0.97419 4.93325 -1.90458 0.176 0.099 -0.068
O -0.57667 4.64250 -3.24756 -0.378 -0.125 0.022
C 0.70692 4.22374 -3.46362 0.169 0.058 -0.098
C 1.42793 4.86793 -4.44484 0.152 0.089 -0.011
C 2.73601 4.48196 -4.76283 -0.123 0.034 -0.030
C 3.29066 3.42353 -4.08820 0.035 -0.026 -0.023
C 2.55308 2.71349 -3.12405 0.253 -0.152 0.088
C 3.24428 1.61853 -2.48010 0.038 0.080 0.006
N 2.74646 0.67876 -1.75458 0.403 0.093 0.005
N 3.68046 -0.15792 -1.13993 -0.445 -0.182 0.071
C 3.09683 -1.03953 -0.36788 0.730 0.141 -0.069
O 1.81735 -1.14892 -0.19231 1.311 0.061 -0.442
C 3.98535 -1.96089 0.38612 -0.129 -0.028 -0.113
C 3.50536 -2.58111 1.53441 0.048 -0.037 -0.013
C 4.32298 -3.44743 2.24424 0.008 -0.015 0.006
C 5.61155 -3.71043 1.79748 -0.024 0.003 0.036
C 6.08850 -3.09732 0.64593 -0.023 0.026 -0.018
C 5.27939 -2.22007 -0.05838 0.073 0.054 0.017
C 1.24347 3.10876 -2.77884 -0.160 -0.141 0.265
O 0.51803 2.50042 -1.86587 0.093 0.212 -0.297
H -1.39368 4.05856 -1.41480 0.002 -0.098 0.022
H -1.72267 5.71846 -1.97160 -0.028 0.035 -0.011
H -0.12498 5.29305 -1.32173 0.004 -0.002 0.008
H 0.95696 5.70425 -4.94712 0.005 -0.003 -0.001
H 3.29794 5.01494 -5.51899 -0.045 -0.013 0.047
H 4.30325 3.10300 -4.30910 -0.036 0.023 0.032
H 4.32735 1.58217 -2.58733 0.005 0.035 -0.052
H 2.49564 -2.37571 1.86507 0.006 -0.024 0.014
H 3.95370 -3.92223 3.14424 0.007 0.003 -0.014
H 6.24589 -4.39468 2.34751 -0.024 0.022 -0.011
H 7.09242 -3.30443 0.29655 -0.036 0.007 0.011
H 5.64045 -1.72705 -0.95240 -0.030 -0.048 0.046
C 0.92405 1.53650 -6.29498 -0.128 0.034 0.007
N -0.35294 1.65230 -5.58558 0.044 0.044 0.000
C -1.36787 2.58156 -6.08973 0.073 -0.032 -0.001
C -0.45755 1.07219 -4.38988 0.093 0.047 -0.020
O 0.48928 0.47175 -3.86548 -0.052 -0.332 -0.064
C -1.79326 1.20621 -3.67645 -0.320 0.060 0.042
O -2.01654 0.22727 -2.67717 0.399 -0.229 -0.067
C -2.44814 -1.03678 -3.15097 -0.079 0.135 0.023
C -1.45571 -2.17534 -2.89527 0.437 0.168 0.113
O -0.35879 -1.96620 -2.37491 -0.188 0.169 -0.053
N -1.85179 -3.40845 -3.23594 -0.150 -0.210 -0.017
C -0.98054 -4.55243 -2.96734 -0.119 0.065 -0.077
C -3.13844 -3.73979 -3.83755 0.176 0.002 0.014
H 0.76170 1.81025 -7.33373 0.006 -0.008 -0.021
H 1.67829 2.18948 -5.85967 -0.002 0.067 0.039
H 1.28161 0.51229 -6.24464 -0.012 -0.046 0.031
H -0.92173 3.16656 -6.88825 0.017 0.002 -0.009
H -2.23555 2.06041 -6.49612 0.001 -0.047 -0.018
H -1.68986 3.27995 -5.31735 0.044 -0.013 0.038
H -1.80516 2.17796 -3.17754 0.018 0.002 0.006
H -2.61239 1.18470 -4.39542 -0.073 0.043 -0.063
H -3.36189 -1.28625 -2.61201 -0.145 0.065 0.035
H -2.69446 -0.97641 -4.21393 0.012 -0.085 -0.034
H 0.00564 -4.20833 -2.68287 0.017 0.071 0.021
H -1.39765 -5.15823 -2.16143 -0.006 0.013 0.012
H -0.90731 -5.16391 -3.86603 -0.002 -0.013 -0.027
H -3.83216 -2.90737 -3.81266 0.002 0.028 0.004
H -3.00765 -4.05037 -4.87574 0.012 -0.011 -0.003
H -3.58663 -4.56702 -3.28783 -0.012 -0.024 0.017
C 0.30285 3.34513 3.78334 0.294 0.188 -0.243
N 0.85046 2.70359 2.58816 0.268 0.449 0.238
C 0.25027 1.90726 1.71919 -0.538 0.343 0.348
N 1.10709 1.53726 0.79285 0.543 -0.017 -0.134
C 2.26854 2.15544 1.16614 -0.035 0.097 0.056
N 2.15357 2.87955 2.25782 -0.217 -0.392 -0.313
C 0.58794 2.55839 5.02536 0.288 0.327 0.152
C 1.55495 2.96227 5.93902 -0.013 -0.160 0.197
C 1.78140 2.20759 7.09371 -0.204 -0.093 -0.209
C 1.04144 1.05355 7.32604 0.092 0.213 -0.095
C 0.08021 0.66324 6.39373 0.204 -0.288 0.653
C -0.13066 1.40988 5.26066 -0.436 -0.031 -0.422
C -0.72794 -0.53314 6.59906 0.365 0.213 0.387
N -0.79992 -1.33020 7.60435 -0.415 -0.429 -0.200
N -1.72532 -2.32580 7.22817 0.258 0.271 0.062
C -2.10840 -2.01843 6.03770 -0.239 -0.426 0.279
O -1.53089 -0.89603 5.58704 0.010 0.284 -0.558
C -2.99894 -2.71165 5.10913 0.000 -0.067 0.134
C -3.69228 -3.85244 5.49834 0.020 -0.006 -0.080
C -4.45526 -4.52261 4.55669 -0.035 0.035 -0.155
C -4.51692 -4.06603 3.24082 -0.088 -0.046 0.058
C -3.84240 -2.91246 2.85953 0.181 0.049 -0.223
C -3.91455 -2.42302 1.41564 0.133 0.148 0.110
N -2.71824 -1.70706 0.95798 -0.326 0.002 0.568
C -2.47400 -0.38780 1.01155 -0.540 -0.049 -0.008
N -1.20633 -0.13055 0.75375 -0.899 -1.124 -0.148
C -0.70469 -1.38532 0.55785 -0.315 -1.080 0.389
N -1.57649 -2.36921 0.67674 0.087 0.622 0.079
C -3.09077 -2.23863 3.80603 0.083 0.063 -0.099
H -0.76469 3.48820 3.62407 -0.036 -0.099 -0.004
H 0.76773 4.32470 3.83649 0.005 0.102 -0.009
H -0.79180 1.62087 1.77555 0.466 0.248 0.035
H 3.19476 2.06196 0.61816 -0.076 0.004 0.055
H 2.12857 3.86425 5.75511 -0.024 -0.059 0.019
H 2.53124 2.52225 7.80848 -0.034 -0.014 -0.042
H 1.19262 0.45238 8.21300 0.018 0.038 -0.004
H -0.89427 1.09217 4.55751 0.066 0.064 0.007
H -3.60692 -4.20978 6.51667 -0.014 0.010 -0.042
H -4.99120 -5.41980 4.84017 0.017 0.039 -0.036
H -5.09441 -4.61833 2.50668 0.020 0.001 0.051
H -4.74388 -1.72981 1.27908 -0.116 -0.022 0.026
H -4.06549 -3.27277 0.75630 0.013 -0.016 -0.111
H -3.24519 0.33752 1.23024 0.017 -0.044 -0.020
H 0.33471 -1.57045 0.31774 -0.611 -0.440 0.480
H -2.52716 -1.35524 3.53481 -0.013 -0.027 -0.048
```
Positions in Å, forces in eV/Å.

Löwdin atomic charge list, values in e, 8 entries:
1. Bi 2.0688
2. C -0.0585
3. O -0.1072
4. C -0.2410
5. C 0.0097
6. C -0.0867
7. C -0.0578
8. C -0.1487

---

Molecular formula: C43H45BCdF3N7O8PS
Method: DFT, wB97M-V/def2-TZVPD

Summary:
* energy above the lowest of the compared OMol25 structures with the same formula, charge and spin: 22.41 kcal per mole
* HOMO (alpha / beta): -2.292 / -1.137 eV
* E: -105652.7511 eV
* Kohn-Sham gap (alpha / beta): 2.17 / 0.98 eV
* charge: -1
* lowest unoccupied orbital energy (alpha / beta): -0.1 / -0.2 eV

Geometry as XYZ:
```
110
Properties=species:S:1:pos:R:3:forces:R:3
Cd 0.22852 1.69137 0.67718 -0.222 1.598 0.969
N 3.26248 -3.21845 6.69259 -0.037 -0.090 0.185
C 3.40487 -2.54998 5.48045 0.018 0.134 -0.306
C 4.42610 -1.61003 5.30183 -0.084 -0.225 -0.007
C 4.64509 -1.05064 4.05954 0.041 0.099 0.060
C 3.81601 -1.37670 2.99879 -0.098 -0.005 -0.410
C 2.77073 -2.27376 3.16405 0.131 0.089 -0.097
C 2.57658 -2.85848 4.40103 0.120 0.023 0.208
S 4.26034 -0.89054 1.34368 0.941 0.129 -0.588
O 3.96008 -1.98677 0.47273 -0.750 -0.088 -0.071
O 5.63056 -0.45266 1.30242 -0.282 0.036 0.339
N 3.26597 0.43969 0.83725 0.214 -1.322 0.810
C 3.10291 1.40939 1.83482 0.652 0.787 1.186
N 2.04107 2.20992 1.77083 0.205 -0.732 -0.455
C 2.01499 3.22578 2.69905 0.108 0.995 0.594
C 3.01482 3.36313 3.63569 -0.256 -0.168 -0.209
C 4.01884 2.41128 3.65974 0.146 0.340 0.849
N 4.05914 1.41583 2.72597 -0.256 -0.145 -1.010
H 3.62372 -2.73021 7.49831 -0.116 -0.035 -0.066
H 2.35337 -3.62918 6.84794 0.088 0.133 0.041
H 5.05673 -1.35397 6.14356 0.104 0.042 -0.008
H 5.44837 -0.35579 3.88870 0.105 0.133 0.008
H 2.11060 -2.50901 2.34036 -0.049 -0.062 -0.072
H 1.79016 -3.58665 4.53554 -0.148 -0.054 -0.017
H 1.18194 3.90693 2.62335 -0.004 0.092 0.036
H 2.99292 4.17499 4.34607 -0.035 0.111 0.094
H 4.83545 2.40787 4.36536 0.036 0.177 0.180
C -0.35273 -5.00604 -3.40256 -0.251 0.175 0.058
C -1.48121 -4.12990 -2.85772 0.100 -0.518 -0.243
N -1.01270 -2.81391 -2.52420 0.224 0.502 0.589
C -0.55620 -2.60266 -1.24630 -0.108 0.159 -0.237
C -0.17364 -1.39990 -0.76201 -0.016 0.105 0.058
C 0.28979 -1.40195 0.67493 0.073 -0.435 0.400
O 0.44387 -2.50768 1.21172 -0.106 -0.277 -0.117
O 0.47634 -0.30363 1.28092 0.150 -1.438 -0.055
C -0.24950 -0.23410 -1.61314 0.176 0.164 -0.159
O 0.12629 0.95016 -1.26713 -0.362 -1.232 -1.551
C -0.72020 -0.46673 -2.93455 -0.040 0.106 -0.156
C -0.91934 0.63214 -3.82846 0.021 0.004 0.070
C -1.28240 0.41075 -5.12551 0.082 0.265 -0.200
F -1.51513 1.51212 -5.94215 0.075 -0.430 0.253
C -1.38761 -0.85912 -5.67140 -0.176 -0.065 0.137
C -1.28566 -1.96737 -4.77122 -0.213 0.129 -0.521
C -1.01326 -1.76861 -3.43405 -0.028 -0.002 0.345
N -1.65571 -1.13675 -7.05281 -0.162 0.283 0.154
C -1.15648 -0.17757 -7.99985 0.135 -0.260 -0.300
C -1.06827 -0.86015 -9.36444 0.641 0.419 0.431
N -2.45603 -1.26748 -9.73057 -0.158 0.068 -0.373
C -3.00342 -2.22825 -8.72573 -0.373 -0.287 0.607
C -3.01565 -1.51773 -7.37193 0.174 -0.198 -0.157
H -0.72195 -5.99363 -3.67153 -0.002 -0.117 -0.047
H 0.41850 -5.10825 -2.64425 0.119 -0.064 0.056
H 0.09211 -4.53278 -4.27429 0.084 -0.023 -0.117
H -1.89202 -4.58171 -1.94872 -0.008 0.094 -0.142
H -2.29300 -4.04160 -3.58712 0.016 -0.002 0.116
H -0.50292 -3.46502 -0.59827 -0.020 -0.035 0.027
H -0.81616 1.62665 -3.44102 0.014 0.244 0.018
H -1.43563 -2.94958 -5.19358 0.097 -0.149 0.065
H -0.17084 0.15253 -7.67444 -0.020 0.042 -0.133
H -1.80075 0.71587 -8.09917 0.099 0.008 0.041
H -0.45835 -1.75968 -9.28768 -0.093 -0.006 -0.120
H -0.66497 -0.19300 -10.12841 -0.195 -0.068 -0.055
H -2.49679 -1.65030 -10.68000 -0.046 0.120 0.239
H -3.03927 -0.42045 -9.68761 0.079 -0.186 -0.198
H -2.33008 -3.08382 -8.68619 -0.017 0.045 -0.092
H -3.99815 -2.54850 -9.04168 0.083 0.118 -0.067
H -3.36979 -2.19862 -6.59847 -0.097 -0.008 -0.079
H -3.71218 -0.65772 -7.42314 0.035 0.011 0.086
O -3.83841 3.29173 0.74569 -0.202 0.126 -0.108
C -2.83240 2.69966 1.12805 -0.731 -0.182 0.938
O -1.72156 2.65285 0.54552 0.372 0.250 -0.663
C -2.97967 1.91974 2.48592 0.371 0.185 -0.408
P -1.35596 1.25225 3.07603 -0.783 -0.102 1.009
C -1.11743 2.02820 4.73882 0.151 0.177 -0.114
C -2.12131 2.53004 5.56226 0.042 -0.017 -0.182
C -1.80823 3.16125 6.75335 -0.050 0.050 0.142
C -0.48545 3.28432 7.15064 0.083 -0.033 -0.045
C 0.52174 2.73881 6.36717 0.014 0.089 0.230
C 0.20390 2.10930 5.17903 -0.100 -0.101 -0.255
C -1.87205 -0.38791 3.75995 0.195 0.029 -0.168
C -0.91886 -1.40079 3.76224 -0.003 0.150 -0.103
C -1.25098 -2.67906 4.16995 -0.109 -0.146 0.101
C -2.52819 -2.95134 4.63020 0.055 -0.086 0.102
C -3.46291 -1.93095 4.70694 -0.188 0.020 0.059
C -3.13976 -0.65750 4.27171 0.003 0.018 -0.134
H -3.66207 1.08785 2.28359 0.052 0.131 0.076
H -3.45318 2.59372 3.20317 -0.037 -0.121 -0.120
H -3.15744 2.43567 5.27405 -0.129 0.045 -0.066
H -2.60074 3.56894 7.36986 -0.003 -0.005 0.012
H -0.24087 3.80792 8.06253 0.029 0.041 0.137
H 1.56038 2.82878 6.66094 0.001 -0.033 0.022
H 0.99021 1.69689 4.56086 0.071 0.040 -0.024
H 0.07070 -1.19324 3.38709 0.071 -0.027 -0.111
H -0.51808 -3.46697 4.08910 0.085 -0.089 0.007
H -2.79879 -3.95245 4.93702 -0.002 -0.089 0.020
H -4.45657 -2.13000 5.09267 0.006 -0.008 -0.009
H -3.89105 0.11965 4.31543 -0.030 0.067 -0.021
C 0.12618 3.77800 -2.15877 -0.189 -0.382 0.082
C 0.68929 4.55255 -1.02006 0.144 0.694 0.117
C 1.09621 5.98360 -1.32622 0.180 -0.163 0.329
O 0.81251 4.10019 0.09756 -0.122 0.177 -0.426
H -0.05514 4.38738 -3.04106 -0.010 0.049 -0.003
H -0.78666 3.29404 -1.80731 -0.078 0.016 -0.075
H 0.82076 2.96765 -2.38595 0.017 -0.005 -0.087
H 1.60599 6.03778 -2.28464 0.025 0.014 -0.136
H 1.74339 6.36602 -0.54112 -0.008 0.007 0.067
H 0.20191 6.60494 -1.38000 -0.106 -0.016 -0.056
F 3.22164 -0.14880 -1.48889 -0.078 -0.667 -0.200
B 2.97999 0.70104 -0.50973 0.510 0.419 -1.079
F 2.67773 1.92884 -0.94665 -0.082 0.223 0.264
```
Positions in Å, forces in eV/Å.

Löwdin atomic charge list, values in e, 8 entries:
1. Cd 1.3911
2. N 0.0852
3. C -0.3246
4. C -0.0312
5. C -0.0676
6. C -0.2699
7. C -0.0373
8. C -0.0261